{"formula": "C57H137N3O13", "method": "ωB97M-V/def2-TZVPD", "total_charge": 0, "homo_lumo_gap_ha": 0.3044, "relative_energy_kcal_mol": 54.4, "lumo_energy_ev": 0.22, "elements": ["O", "O", "O", "O", "O", "O", "O", "O", "O", "O", "O", "O", "O", "N", "N", "N", "C", "C", "C", "C", "C", "C", "C", "C", "C", "C", "C", "C", "C", "C", "C", "C", "C", "C", "C", "C", "C", "C", "C", "C", "C", "C", "C", "C", "C", "C", "C", "C", "C", "C", "C", "C", "C", "C", "C", "C", "C", "C", "C", "C", "C", "C", "C", "C", "C", "C", "C", "C", "C", "C", "C", "C", "C", "H", "H", "H", "H", "H", "H", "H", "H", "H", "H", "H", "H", "H", "H", "H", "H", "H", "H", "H", "H", "H", "H", "H", "H", "H", "H", "H", "H", "H", "H", "H", "H", "H", "H", "H", "H", "H", "H", "H", "H", "H", "H", "H", "H", "H", "H", "H", "H", "H", "H", "H", "H", "H", "H", "H", "H", "H", "H", "H", "H", "H", "H", "H", "H", "H", "H", "H", "H", "H", "H", "H", "H", "H", "H", "H", "H", "H", "H", "H", "H", "H", "H", "H", "H", "H", "H", "H", "H", "H", "H", "H", "H", "H", "H", "H", "H", "H", "H", "H", "H", "H", "H", "H", "H", "H", "H", "H", "H", "H", "H", "H", "H", "H", "H", "H", "H", "H", "H", "H", "H", "H", "H", "H", "H", "H", "H", "H", "H", "H", "H", "H", "H", "H", "H", "H", "H", "H"], "xyz": [[2.5117, 1.5787, -0.3950], [1.9228, -0.2752, 1.3502], [-4.0012, 6.4188, -2.3401], [-3.4983, -0.0804, -1.1524], [-0.8350, 2.7605, 7.1208], [0.4792, 3.6679, 4.7203], [-6.2739, -0.0230, -1.4552], [3.0391, 1.7628, -2.9618], [-3.0782, 0.9712, 6.5862], [3.3141, -7.1005, -3.0815], [2.8872, -7.0855, -0.5138], [3.7410, -1.1828, 3.4136], [0.6194, -5.5589, -2.5219], [2.8292, 0.4288, -3.4611], [-2.6346, 6.1184, -2.0976], [0.7870, -1.1996, 1.4257], [0.1328, 4.2933, 3.4313], [-4.7713, 0.3680, 4.9473], [-0.3578, 0.4586, 2.6788], [-3.3132, 6.4225, 0.3408], [3.0256, -0.8870, 4.5921], [-2.2502, 6.6047, -0.7442], [3.0979, 3.9421, -0.7235], [-1.6019, -2.4725, 0.4737], [1.3438, -0.8057, -4.9407], [3.5216, 0.5522, 4.8502], [-0.6064, 1.2008, 8.7763], [-0.0822, -7.2896, -4.0710], [3.6708, -4.7473, -2.5624], [-1.6041, -5.4880, -3.0780], [3.9470, -7.0312, 1.6799], [-0.2618, -5.8586, -3.5760], [-4.3090, 1.4053, 5.9234], [1.7802, 1.5747, -5.4913], [-2.0834, 8.1378, -0.8399], [3.1191, 2.7463, 0.2325], [-0.2094, -3.2200, 0.5289], [4.8699, 0.5585, -4.9346], [2.2359, -3.0357, 0.7922], [-0.4063, -0.3617, 1.3698], [0.9909, -2.2368, 0.4338], [5.0134, -8.1853, -0.2827], [-3.2991, -0.8318, -2.3562], [-3.7086, 0.0316, -3.5705], [-4.1478, -2.1514, -2.3836], [0.1469, 1.7592, 7.5733], [0.3982, 0.8002, 6.4633], [4.0719, -0.2503, -3.9253], [-0.9155, 5.9882, -0.3594], [-1.1773, 4.0717, -1.8093], [-3.6872, 3.8665, -1.4324], [4.1929, -6.0414, -3.2126], [-0.5672, 0.6651, 0.2041], [-8.0760, -0.4990, 0.1259], [0.3839, 5.8079, 3.3109], [3.7153, -7.8183, 0.3994], [4.5447, 2.3179, 0.5980], [-7.9816, 1.5267, -1.5317], [-1.3478, 4.0044, 3.4028], [0.4231, 1.2209, -3.5652], [1.6197, 0.5877, -4.3791], [3.3588, -1.9544, 5.6248], [-1.5721, -1.3174, 1.4761], [-7.2593, 0.5623, -0.5965], [-5.2877, 1.7293, 6.9823], [-2.8038, 4.3396, -3.7378], [3.6649, -1.5494, -4.5423], [-0.7653, 4.4606, -0.4251], [4.4531, -5.8319, -4.7185], [-2.6162, 4.5991, -2.2500], [4.9477, -0.5410, -2.7256], [2.5980, -1.3453, -5.5862], [1.2341, -1.7687, -1.0273], [4.4485, -3.9830, -2.5922], [-0.5942, 1.1647, -4.1037], [2.5459, 3.0121, 1.0958], [-4.1912, 6.8120, -0.1471], [3.1066, -8.7059, 0.6341], [1.9449, -0.7964, 4.3228], [-2.4896, -0.7320, 1.3083], [-0.0058, 0.4077, 9.1700], [-1.9778, -6.2541, -2.4575], [-0.1472, -3.9576, -0.2515], [-1.4280, -1.6866, 2.4612], [-5.1088, -0.5621, 5.4145], [0.5132, -0.7026, -5.6279], [2.2968, -3.3645, 1.8317], [2.8995, 1.6527, -1.9969], [-3.1435, -0.4194, -4.4399], [-3.8319, 2.8825, -1.7785], [-2.7016, 3.2522, -3.9252], [3.2169, -2.1593, -3.7751], [-7.2368, 2.3067, -1.8003], [-5.1668, 1.1790, 7.9035], [0.6612, 2.2257, -3.3739], [2.3983, -2.3457, -6.0305], [-3.2675, 3.6670, -0.4334], [1.2315, 0.0550, 6.5858], [-5.4133, 0.0865, -1.1236], [4.6135, 0.3310, -6.0004], [0.9398, -7.4339, -4.4336], [3.0563, -6.7230, 2.1794], [1.6210, -2.5770, -1.6349], [-0.0887, -3.7206, 1.5101], [4.4535, -2.1284, -5.0451], [2.6996, -1.7425, 6.5253], [1.0366, -1.4551, -4.1467], [5.4418, -5.2957, -4.8444], [-0.5257, 2.1064, 9.4770], [-1.3345, 0.9591, 2.8721], [-2.3116, -1.1568, -2.4461], [-6.7891, 1.1821, 0.1624], [-0.2645, -7.9685, -3.2165], [-8.8743, 1.9672, -1.2004], [-7.3610, -1.1745, 0.5970], [2.0432, 4.0586, -1.0680], [4.7241, 1.6325, -4.8050], [-2.5334, 1.7508, 6.7110], [-5.1676, -1.8914, -2.5989], [1.9729, -7.0524, -0.2206], [0.2309, 1.3891, 0.2039], [2.3009, -3.9800, 0.2124], [-4.0106, 7.0426, -3.0923], [-1.4751, 1.2501, 0.3334], [-8.5959, 0.0422, 0.9115], [4.5447, 1.3615, 1.0764], [-2.2850, -5.3926, -3.9208], [4.4166, -1.9573, 5.8404], [4.6111, 0.6170, 4.8505], [4.5396, -6.7853, -5.2383], [3.7122, -5.2484, -5.2220], [-0.1316, 6.4838, -1.0848], [0.5075, 1.4372, 5.5616], [2.9681, -0.6646, -6.3479], [-1.5985, 0.9186, 8.4681], [1.0164, 2.3186, 7.8533], [-0.7629, 6.3697, 0.6493], [-1.4503, 3.9243, 0.2364], [2.7529, -4.4129, -3.1441], [1.5249, -5.9417, -2.8153], [-4.8074, -0.0526, -3.7709], [0.2173, 6.1626, 2.2203], [-6.3574, 1.6797, 6.6826], [5.9034, -0.8753, -3.0083], [4.5003, -7.5943, 2.4387], [0.2796, 4.3478, -0.1108], [-1.4950, -4.4977, -2.5766], [-5.1864, 2.8025, 7.2374], [-2.0666, 4.8810, -4.2890], [-0.0264, -5.2323, -4.4598], [2.5816, -0.6849, 1.9636], [-1.2301, 2.9696, -1.9260], [-3.8161, 4.6021, -4.0047], [1.9788, -0.9791, -0.9327], [3.2849, -4.9791, -1.5764], [-8.2731, 0.9005, -2.3258], [3.1670, -7.3539, -2.1688], [-4.6835, 4.4173, -1.2170], [-3.4558, 5.3761, 0.4813], [2.7549, 1.4678, -5.9956], [4.9541, -8.5708, -1.3078], [-1.5477, 2.9633, 3.5227], [-8.7023, -1.1335, -0.5284], [3.8444, 3.8798, -1.5343], [1.0796, 1.5479, -6.2661], [0.6402, 3.8620, 2.5303], [3.1605, 1.1746, 3.9703], [-4.0523, 0.1018, 4.1306], [-4.0510, -2.6966, -1.4782], [2.6228, 0.8472, 0.1788], [0.2661, 0.6716, -2.6601], [6.0148, 0.3547, -4.9524], [0.4550, 1.1787, 2.6185], [5.0225, 2.3039, -0.3560], [-1.2775, 8.4465, -1.5200], [-2.3726, -3.2001, 0.7487], [4.4451, -1.2387, -2.0677], [-1.7195, -2.0955, -0.5333], [5.1944, 0.2902, -2.0836], [-3.8000, -2.6962, -3.2774], [-0.2842, 6.3497, 3.9659], [0.2929, -1.4058, -1.5708], [-3.9343, 2.2384, 5.3674], [3.1661, -2.4188, 0.5818], [-0.5380, 0.0511, -0.7014], [-2.8026, -0.3680, -0.5695], [-3.0717, 6.9437, 1.2072], [3.0676, -2.9513, 5.2527], [3.1809, 4.8682, -0.0458], [3.1910, 0.9909, 5.7852], [5.4797, -8.9686, 0.2920], [-5.6047, 0.8800, 4.5083], [5.7287, -7.4058, -0.1232], [-0.2257, -0.1695, 3.5364], [-1.8473, 8.5196, 0.1450], [1.4245, 3.7093, 4.8857], [5.1703, -6.2925, -2.7870], [-0.6072, 3.2127, 6.2998], [-1.7297, 4.3209, 2.3543], [5.0235, 2.9970, 1.3433], [-0.7855, -7.4530, -4.8327], [-3.0785, 8.5162, -1.1697], [1.7994, 2.5842, -5.1540], [-0.4333, 4.4347, -2.5008], [4.4075, -6.0434, 1.4065], [1.4336, 6.0556, 3.5522], [-0.4469, 0.1735, 6.2329], [3.9115, -2.1498, 3.2361], [-1.9546, 4.6114, 4.1061], [-3.3485, 1.0616, -3.4454]]}